Entry 1:
94
Properties=species:S:1:pos:R:3:lowdin_charge:R:1 method="wB97M-V/def2-TZVPD" multiplicity=2 lumo_ev="-5.60 / -5.09" de_lowest_kcal_mol=53.1 gap_ev="4.72 / 5.23" total_charge=+1
V 0.013 0.573 0.170 1.129
N -0.130 -0.050 2.295 0.007
C 0.537 1.058 3.132 -0.074
C 1.436 1.958 2.261 -0.556
O 1.992 2.877 2.920 0.056
O 1.542 1.713 0.980 -0.130
H -1.113 -0.257 2.525 0.118
H 0.367 -0.964 2.416 0.130
H 1.169 0.672 3.928 0.130
H -0.170 1.747 3.599 0.129
O 0.844 0.301 -1.872 0.025
C 1.175 -0.514 -0.895 -0.263
C 2.508 -1.110 -0.693 -0.192
C 3.635 -0.179 -0.506 -0.007
C 4.853 -0.692 -0.370 -0.056
C 5.067 -2.101 -0.414 -0.036
C 4.035 -2.960 -0.637 -0.112
C 2.709 -2.472 -0.699 -0.343
P 1.263 -3.611 -0.661 1.126
C 2.052 -4.981 -1.761 -0.309
C 1.854 -6.374 -1.541 -0.104
C 2.691 -7.377 -2.029 -0.077
C 3.569 -7.114 -3.091 -0.072
C 3.618 -5.784 -3.495 -0.106
C 2.971 -4.736 -2.838 -0.120
C 1.519 -4.679 0.796 -0.391
C 2.688 -4.700 1.626 -0.067
C 2.818 -5.689 2.597 -0.075
C 1.855 -6.661 2.779 -0.085
C 0.732 -6.679 1.994 -0.097
C 0.508 -5.623 1.149 -0.142
H 3.457 0.879 -0.374 0.116
H 5.761 -0.069 -0.166 0.140
H 6.082 -2.482 -0.293 0.122
H 4.246 -4.043 -0.669 0.127
H 1.035 -6.780 -0.929 0.095
H 2.578 -8.387 -1.621 0.111
H 4.191 -7.910 -3.518 0.114
H 4.282 -5.523 -4.359 0.120
H 3.072 -3.705 -3.269 0.121
H 3.462 -3.946 1.477 0.089
H 3.623 -5.585 3.311 0.108
H 2.008 -7.479 3.488 0.118
H 0.092 -7.562 2.014 0.120
H -0.427 -5.511 0.544 0.107
O -1.212 2.259 0.058 -0.335
Si -1.357 3.802 0.456 0.493
C -3.009 4.322 -0.357 -0.219
C -3.471 5.572 0.009 -0.143
C -4.764 5.941 -0.270 -0.084
C -5.580 5.125 -1.062 -0.084
C -5.158 3.824 -1.361 -0.088
C -3.827 3.474 -1.088 -0.100
C -1.738 4.362 2.245 -0.246
C -0.618 4.764 2.937 -0.114
C -0.619 4.988 4.340 -0.056
C -1.859 4.917 4.995 -0.082
C -3.019 4.606 4.264 -0.081
C -2.945 4.305 2.903 -0.096
C -0.090 4.860 -0.311 -0.225
C -0.364 6.200 -0.553 -0.069
C 0.285 6.830 -1.632 -0.086
C 1.236 6.194 -2.371 -0.099
C 1.600 4.903 -2.048 -0.089
C 0.997 4.232 -1.002 -0.068
H -2.914 6.216 0.684 0.093
H -5.125 6.850 0.262 0.120
H -6.580 5.486 -1.322 0.103
H -5.819 3.017 -1.733 0.105
H -3.532 2.479 -1.427 0.071
H 0.378 4.782 2.467 0.097
H 0.298 5.319 4.808 0.103
H -2.068 5.307 6.004 0.108
H -3.967 4.674 4.782 0.100
H -3.874 4.099 2.414 0.101
H -1.172 6.749 0.016 0.113
H 0.084 7.889 -1.837 0.112
H 1.652 6.683 -3.295 0.127
H 2.294 4.270 -2.539 0.091
H 1.284 3.229 -0.693 0.069
O -1.548 -0.677 -0.216 -0.616
S -2.691 -0.601 -1.229 1.071
C -3.489 -2.156 -0.895 -0.287
C -2.783 -3.273 -1.723 -0.209
C -2.430 -2.687 -3.084 -0.181
C -2.158 -1.143 -2.894 -0.255
H -4.487 -2.083 -1.238 0.089
H -3.477 -2.345 0.152 0.093
H -3.430 -4.142 -1.856 0.123
H -1.901 -3.574 -1.177 0.069
H -3.394 -2.742 -3.637 0.126
H -1.611 -3.140 -3.592 0.105
H -2.943 -0.668 -3.475 0.086
H -1.152 -0.786 -3.179 0.100

***

Entry 2:
112
Properties=species:S:1:pos:R:3:lowdin_charge:R:1 method="wB97M-V/def2-TZVPD" lumo_ev="3.25 / 2.68" de_lowest_kcal_mol=30.2 gap_ev="5.81 / 3.68" total_charge=-2
Ca 0.046 0.645 0.385 0.958
S 4.279 2.755 0.019 0.008
As 3.190 1.588 1.465 -0.586
S 2.742 -0.326 0.599 -0.075
S 1.387 2.592 2.053 -0.044
S 4.535 1.455 3.130 -0.007
O -2.369 3.410 6.702 0.053
C -2.107 3.019 5.424 -0.315
C -1.529 1.790 5.129 0.001
C -1.293 1.473 3.804 -0.165
N -1.625 2.286 2.801 0.006
C -2.172 3.434 3.103 -0.742
Br -2.667 4.533 1.641 0.744
C -2.438 3.880 4.389 -0.051
H -2.042 2.736 7.304 0.100
H -1.252 1.100 5.919 0.114
H -0.794 0.550 3.525 0.080
H -2.882 4.845 4.581 0.105
N 3.096 0.728 6.836 0.099
C 2.644 -0.122 5.831 -0.412
C 1.796 0.353 4.821 -0.161
N 1.337 -0.438 3.876 0.083
C 1.719 -1.716 3.905 -0.126
C 2.528 -2.188 4.918 -0.127
N 2.988 -1.401 5.896 0.105
H 3.253 1.670 6.508 0.079
H 3.896 0.347 7.317 0.076
H 1.521 1.403 4.767 0.076
H 1.352 -2.343 3.104 0.085
H 2.832 -3.228 4.961 0.095
C -3.329 -1.408 -2.596 -0.041
N -1.931 -1.442 -3.004 -0.165
C -1.660 -1.752 -4.395 -0.044
C -0.973 -0.902 -2.281 -0.269
N -0.031 -0.481 -1.749 0.133
H -3.808 -2.332 -2.931 0.091
H -3.851 -0.558 -3.048 0.045
H -3.384 -1.353 -1.515 0.074
H -1.965 -2.781 -4.604 0.086
H -0.595 -1.652 -4.597 0.086
H -2.211 -1.079 -5.057 0.073
Cl 4.940 -3.041 -2.609 0.666
C 4.475 -1.469 -3.150 -0.673
C 3.250 -1.292 -3.765 -0.091
C 2.892 -0.030 -4.205 -0.011
C 3.722 1.070 -4.031 -0.173
C 3.313 2.455 -4.504 -0.268
C 3.020 3.475 -3.366 -0.076
N 1.850 3.313 -2.513 -0.073
C 0.897 4.284 -2.293 -0.076
C 0.018 3.764 -1.392 -0.133
N 0.410 2.504 -1.045 -0.063
C 1.514 2.268 -1.716 -0.253
O 2.354 2.393 -5.546 -0.126
C 0.981 2.400 -5.224 -0.165
C 0.142 1.961 -6.386 -0.293
C 0.400 2.033 -7.722 -0.962
Cl 1.817 2.584 -8.511 0.649
S -0.943 1.490 -8.675 0.956
C -1.863 1.168 -7.256 -0.415
C -1.165 1.453 -6.134 -0.150
C 4.968 0.846 -3.440 -0.579
Cl 6.140 2.118 -3.323 0.709
C 5.348 -0.408 -2.992 -0.123
H 2.569 -2.123 -3.875 0.105
H 1.935 0.094 -4.692 0.108
H 4.187 2.871 -5.009 0.131
H 2.924 4.456 -3.833 0.132
H 3.897 3.493 -2.718 0.057
H 0.942 5.243 -2.780 0.110
H -0.863 4.219 -0.972 0.076
H 2.092 1.361 -1.658 0.069
H 0.655 3.409 -4.943 0.138
H 0.752 1.739 -4.385 0.121
H -2.866 0.779 -7.342 0.066
H -1.532 1.304 -5.128 0.098
H 6.305 -0.552 -2.514 0.107
C -0.248 -6.365 4.962 -0.069
C -0.520 -5.315 3.914 -0.286
C 0.269 -5.205 2.778 -0.024
C 0.042 -4.211 1.830 -0.224
C 0.911 -4.080 0.607 -0.023
C -0.999 -3.308 2.033 -0.069
C -1.816 -3.411 3.157 -0.200
C -2.940 -2.429 3.368 -0.025
C -1.564 -4.413 4.087 -0.023
C -1.193 -2.160 1.052 -0.641
O -1.967 -2.328 0.104 0.032
O -0.528 -1.120 1.329 -0.251
H 0.474 -7.101 4.607 0.065
H -1.166 -6.888 5.238 0.069
H 0.157 -5.906 5.867 0.074
H 1.089 -5.901 2.625 0.107
H 1.673 -4.859 0.578 0.072
H 1.404 -3.103 0.591 0.058
H 0.299 -4.144 -0.295 0.087
H -3.443 -2.225 2.423 0.076
H -2.547 -1.481 3.747 0.079
H -3.666 -2.814 4.085 0.073
H -2.193 -4.487 4.970 0.110
Se -4.149 2.276 -3.256 0.864
N -5.384 1.794 -2.048 -0.315
C -4.706 1.371 -0.979 -0.449
C -5.303 0.909 0.200 -0.059
C -4.466 0.460 1.209 -0.098
C -3.089 0.491 1.033 -0.217
N -2.454 0.955 -0.050 0.037
C -3.241 1.382 -1.069 -0.505
N -2.743 1.822 -2.226 -0.286
H -6.382 0.893 0.291 0.093
H -4.869 0.085 2.142 0.088
H -2.453 0.096 1.808 0.058

***

Entry 3:
102
Properties=species:S:1:pos:R:3:lowdin_charge:R:1 method="wB97M-V/def2-TZVPD" lumo_ev=3.84 de_lowest_kcal_mol=14.5 gap_ev=5.90 total_charge=-2
Tl 0.158 -0.117 -0.239 0.745
O -0.845 1.399 3.550 -0.121
C -1.186 1.751 2.404 -0.705
O -0.410 1.894 1.417 -0.357
C -2.682 2.005 2.191 -0.145
C -3.302 2.734 3.205 -0.057
C -4.641 3.078 3.158 -0.126
C -5.402 2.651 2.075 -0.130
C -4.815 1.899 1.076 -0.154
C -3.453 1.557 1.095 -0.630
S -2.863 0.553 -0.228 0.427
H -2.687 3.025 4.048 0.105
H -5.087 3.662 3.954 0.080
H -6.456 2.899 2.012 0.084
H -5.407 1.550 0.239 0.078
C -0.433 4.299 -2.953 -0.425
Te -1.232 2.802 -1.567 1.266
C -2.367 2.310 -3.318 -0.437
C -2.500 3.575 -4.118 -0.286
C -3.542 3.783 -5.014 -0.054
C -3.651 4.976 -5.716 -0.118
C -2.706 5.974 -5.524 -0.119
C -1.658 5.769 -4.637 -0.059
C -1.539 4.576 -3.930 -0.295
H 0.437 3.873 -3.457 0.038
H -0.122 5.200 -2.424 0.043
H -3.329 1.909 -3.001 0.038
H -1.834 1.541 -3.880 0.055
H -4.284 3.004 -5.150 0.106
H -4.476 5.128 -6.402 0.086
H -2.788 6.913 -6.060 0.086
H -0.919 6.548 -4.483 0.103
C 0.184 -2.453 4.309 -0.150
C 0.731 -3.695 3.579 -0.155
C 0.396 -3.423 2.096 -0.211
O -0.059 -2.088 2.030 -0.260
C -0.711 -1.801 3.261 -0.187
H 0.991 -1.766 4.568 0.096
H -0.355 -2.704 5.222 0.104
H 0.243 -4.608 3.923 0.096
H 1.803 -3.818 3.735 0.093
H -0.386 -4.107 1.740 0.110
H 1.257 -3.512 1.432 0.118
H -1.717 -2.245 3.259 0.128
H -0.797 -0.719 3.359 0.093
Te 2.103 1.198 2.707 1.477
C 3.807 0.519 3.822 -0.514
C 4.678 1.416 4.438 -0.146
C 5.789 0.964 5.139 -0.112
C 6.043 -0.397 5.241 -0.120
C 5.180 -1.302 4.640 -0.106
C 4.071 -0.844 3.938 -0.154
C 3.288 1.340 0.950 -0.532
C 3.903 0.208 0.422 -0.143
C 4.673 0.298 -0.727 -0.079
C 4.811 1.517 -1.379 -0.090
C 4.172 2.641 -0.878 -0.080
C 3.419 2.556 0.288 -0.133
H 4.485 2.479 4.360 0.086
H 6.459 1.677 5.605 0.091
H 6.912 -0.751 5.783 0.089
H 5.371 -2.366 4.712 0.093
H 3.401 -1.555 3.466 0.079
H 3.762 -0.754 0.901 0.095
H 5.134 -0.592 -1.138 0.105
H 5.387 1.579 -2.294 0.098
H 4.245 3.585 -1.404 0.101
H 2.917 3.434 0.673 0.093
C -2.382 -2.876 -1.432 -0.182
N -2.921 -3.722 -2.511 -0.090
C -3.234 -2.846 -3.645 -0.186
N -2.069 -2.105 -4.127 -0.081
C -1.552 -1.300 -3.009 -0.200
N -1.192 -2.146 -1.863 -0.143
C -0.171 -3.102 -2.294 -0.176
N -0.655 -3.953 -3.394 -0.085
C -1.863 -4.640 -2.937 -0.200
C -1.032 -3.067 -4.502 -0.177
H -2.117 -3.511 -0.582 0.122
H -3.137 -2.157 -1.110 0.083
H -4.000 -2.132 -3.334 0.125
H -3.628 -3.459 -4.463 0.114
H -2.322 -0.594 -2.689 0.079
H -0.662 -0.754 -3.325 0.106
H 0.092 -3.741 -1.445 0.125
H 0.711 -2.545 -2.613 0.102
H -1.601 -5.288 -2.096 0.117
H -2.245 -5.263 -3.752 0.113
H -1.398 -3.680 -5.333 0.115
H -0.145 -2.519 -4.826 0.128
F 6.272 0.485 -5.394 0.060
C 5.094 0.269 -4.758 -0.184
C 4.813 -0.953 -4.171 -0.174
F 5.735 -1.939 -4.232 0.078
C 3.615 -1.169 -3.525 -0.163
F 3.415 -2.379 -2.953 0.070
C 2.598 -0.183 -3.396 -0.347
O 1.513 -0.369 -2.769 -0.170
C 2.938 1.047 -4.028 -0.154
F 2.061 2.067 -3.964 0.080
C 4.133 1.263 -4.679 -0.184
F 4.391 2.467 -5.232 0.082

***

Entry 4:
98
Properties=species:S:1:pos:R:3:lowdin_charge:R:1 method="wB97M-V/def2-TZVPD" multiplicity=3 lumo_ev="-2.47 / -5.01" gap_ev="8.27 / 5.74" total_charge=+1
Au -0.448 -0.969 -0.255 0.802
C 0.594 -0.529 1.477 -0.350
Si 2.172 -1.521 1.419 0.660
C 3.214 -0.937 -0.173 -0.141
N 2.444 -0.951 -1.344 -0.111
C 2.220 0.256 -2.100 -0.171
C 3.361 0.407 -3.135 -0.122
C 3.786 -0.971 -3.670 -0.167
C 2.632 -1.970 -3.569 -0.132
C 2.251 -2.177 -2.090 -0.125
C 3.203 -1.092 2.928 -0.251
C 3.186 -1.951 4.030 -0.088
C 3.836 -1.610 5.206 -0.070
C 4.535 -0.415 5.292 -0.073
C 4.575 0.444 4.202 -0.083
C 3.904 0.111 3.036 -0.103
C 2.019 -3.370 1.200 -0.282
C 3.171 -4.162 1.241 -0.109
C 3.091 -5.540 1.126 -0.070
C 1.854 -6.152 0.967 -0.063
C 0.702 -5.381 0.914 -0.060
C 0.786 -4.002 1.030 -0.100
H 0.814 0.535 1.562 -0.018
H -0.009 -0.825 2.338 0.014
H 4.044 -1.648 -0.217 0.115
H 3.588 0.065 0.038 0.099
H 2.173 1.114 -1.430 0.114
H 1.263 0.177 -2.618 0.077
H 4.211 0.907 -2.670 0.115
H 2.990 1.042 -3.939 0.121
H 4.641 -1.349 -3.103 0.116
H 4.102 -0.884 -4.708 0.120
H 2.913 -2.934 -3.989 0.127
H 1.779 -1.601 -4.143 0.111
H 2.847 -2.964 -1.628 0.134
H 1.198 -2.489 -2.020 0.106
H 2.662 -2.898 3.964 0.105
H 3.800 -2.283 6.053 0.110
H 5.042 -0.149 6.211 0.109
H 5.135 1.369 4.258 0.106
H 3.927 0.803 2.200 0.092
H 4.142 -3.692 1.373 0.108
H 3.993 -6.137 1.164 0.109
H 1.790 -7.229 0.885 0.111
H -0.262 -5.853 0.781 0.113
H -0.119 -3.406 0.979 0.073
F 0.227 0.598 -5.277 0.072
C -1.060 0.442 -4.914 -0.179
C -1.364 -0.352 -3.881 -0.028
N -2.651 -0.521 -3.443 0.018
C -2.999 -1.442 -2.360 -0.059
C -2.029 -2.656 -2.311 -0.616
O -2.387 -3.728 -2.742 0.095
O -0.858 -2.379 -1.810 -0.251
C -3.684 0.246 -3.967 -0.468
O -4.789 0.281 -3.468 0.079
N -3.342 0.970 -5.089 0.221
C -2.085 1.127 -5.685 -0.395
O -1.937 1.764 -6.699 0.117
H -0.599 -0.898 -3.350 0.102
H -4.010 -1.795 -2.531 0.132
H -2.961 -0.920 -1.397 0.068
H -4.107 1.449 -5.543 0.172
S -0.898 1.381 -1.157 0.198
Sb -2.035 2.251 0.673 1.374
C -3.389 0.694 1.172 -0.366
C -4.413 0.423 0.273 -0.135
C -5.181 -0.719 0.448 -0.060
C -4.921 -1.576 1.507 -0.052
C -3.902 -1.292 2.407 -0.065
C -3.132 -0.151 2.243 -0.139
C -0.532 2.762 2.099 -0.376
C -0.598 2.429 3.446 -0.116
C 0.485 2.712 4.266 -0.061
C 1.612 3.335 3.750 -0.064
C 1.662 3.686 2.407 -0.068
C 0.593 3.390 1.575 -0.147
C -3.002 4.058 0.130 -0.347
C -2.756 5.192 0.894 -0.119
C -3.383 6.382 0.557 -0.065
C -4.250 6.426 -0.527 -0.058
C -4.484 5.288 -1.286 -0.061
C -3.858 4.094 -0.964 -0.116
H -4.608 1.078 -0.568 0.095
H -5.970 -0.942 -0.258 0.122
H -5.507 -2.477 1.627 0.115
H -3.695 -1.964 3.230 0.113
H -2.340 0.075 2.945 0.080
H -1.477 1.954 3.862 0.098
H 0.451 2.442 5.314 0.114
H 2.447 3.555 4.402 0.112
H 2.531 4.194 2.009 0.112
H 0.633 3.633 0.519 0.093
H -2.082 5.151 1.742 0.096
H -3.194 7.272 1.141 0.113
H -4.742 7.354 -0.783 0.114
H -5.155 5.327 -2.134 0.115
H -4.028 3.210 -1.567 0.094

***

| no. | maximum force (eV Å⁻¹) | energy (Ha) |
| --- | --- | --- |
| 1 | 5.88 | -4066.8901 |
| 2 | 1.71 | -13827.6919 |
| 3 | 0.58 | -3789.8402 |
| 4 | 0.89 | -3292.8493 |